Below is a molecular structure, C32H73ClFNO24S6 at a distorted geometry, with properties calculated with ωB97M-V with the def2-TZVPD basis set.

Element x y z (Å)
C -9.19111 -8.84902 -32.00907
C -10.41801 -8.13355 -32.41298
C -10.21086 -6.63201 -32.67647
O -9.51267 -6.38290 -33.89014
C -9.66362 -5.01871 -34.26292
N -11.04631 -8.75651 -33.66104
H -11.90095 -8.30436 -33.95305
H -10.50175 -8.74768 -34.51161
H -11.29017 -9.71244 -33.44460
H -9.33665 -9.92555 -31.91956
H -8.80950 -8.46265 -31.06399
H -8.42458 -8.65898 -32.76034
H -11.14585 -8.28012 -31.61495
H -9.72394 -6.18504 -31.80973
H -11.21204 -6.20842 -32.59711
H -10.69144 -4.93732 -34.61658
H -8.96304 -4.81885 -35.07369
H -9.70462 -4.25646 -33.48484
Cl -11.83455 -10.73966 -32.11482
O -12.43378 -9.46689 -32.31082
O -11.14030 -11.01208 -33.32097
O -10.86025 -10.80474 -31.00646
O -12.88394 -11.64370 -31.87856
C -13.70831 -7.04957 -35.65465
C -14.28884 -7.06106 -34.23870
C -13.15795 -7.46218 -33.26265
O -12.01141 -7.22801 -34.15421
C -12.35062 -6.50284 -35.35363
H -14.29568 -6.38853 -36.29193
H -13.69762 -8.01543 -36.15971
H -15.08657 -7.80238 -34.19225
H -14.71113 -6.09327 -33.96821
H -13.18596 -8.51890 -32.99685
H -13.17245 -6.85564 -32.35712
H -11.60425 -6.62628 -36.13834
H -12.38992 -5.43577 -35.13476
O -15.00435 -14.15057 -27.65703
S -13.82415 -13.65380 -26.96166
O -12.91466 -14.50211 -26.18371
O -12.88134 -12.77054 -28.02038
C -13.34890 -12.32370 -29.32376
C -12.94779 -13.27227 -30.41539
C -14.34679 -12.20256 -25.95193
H -12.85326 -11.38667 -29.57757
H -14.40433 -12.05147 -29.33172
H -13.43624 -13.00043 -31.35114
H -13.24781 -14.31564 -30.31806
H -11.88402 -13.19849 -30.64133
H -13.48152 -11.68872 -25.53314
H -14.97720 -12.54292 -25.13044
H -14.98613 -11.57966 -26.57750
O -12.33932 -16.00220 -32.54613
S -12.64485 -14.89653 -33.46226
O -11.66593 -14.30174 -34.37590
O -14.01567 -15.37077 -34.38392
C -15.06622 -16.01572 -33.69173
C -16.14898 -16.22841 -34.69097
C -13.38635 -13.50614 -32.43228
H -15.47644 -15.37475 -32.91137
H -14.70328 -16.96791 -33.30481
H -16.87450 -16.80969 -34.12190
H -15.87157 -16.74824 -35.60798
H -16.50695 -15.26739 -35.06028
H -14.12131 -12.94182 -33.00626
H -12.54531 -12.85909 -32.18314
H -13.83941 -13.88159 -31.51474
O -6.69436 -13.29909 -32.16398
S -7.99892 -12.88165 -32.60912
O -8.33482 -12.87019 -34.04055
O -9.06815 -13.84231 -31.79312
C -10.35708 -13.97222 -32.36518
C -11.14476 -14.82616 -31.46728
C -8.48809 -11.21621 -31.85073
H -10.31120 -14.36734 -33.38000
H -10.85547 -13.01005 -32.48325
H -12.21661 -14.79671 -31.66320
H -11.02621 -14.37740 -30.48104
H -10.78026 -15.84931 -31.37563
H -7.53401 -10.73266 -31.64093
H -9.12357 -11.41949 -30.98879
H -9.09781 -10.76272 -32.63220
O -12.80855 -6.86880 -28.86227
S -12.75784 -7.48796 -30.17023
O -12.83152 -6.70322 -31.40717
O -11.44910 -8.56367 -30.24324
C -11.28389 -9.42914 -29.13842
C -9.82201 -9.53852 -28.72493
C -14.11744 -8.81064 -30.14580
H -11.66269 -10.38920 -29.48899
H -11.83817 -9.15885 -28.23963
H -9.21001 -10.23501 -29.29804
H -9.64753 -10.06572 -27.78699
H -9.35029 -8.55739 -28.67046
H -15.02179 -8.33391 -30.52391
H -14.28009 -9.16435 -29.12770
H -13.86925 -9.62092 -30.83132
O -7.35558 -10.80468 -33.98473
S -8.48897 -10.17280 -34.62463
O -8.97283 -8.87690 -34.11824
O -8.12466 -10.01384 -36.23962
C -7.36812 -11.05570 -36.89517
C -6.80384 -10.73139 -38.28099
C -9.88212 -11.31114 -34.78647
H -8.02098 -11.90383 -37.10137
H -6.51478 -11.48932 -36.37375
H -6.32827 -11.58468 -38.76456
H -6.05246 -9.94530 -38.20618
H -7.58455 -10.50957 -39.00857
H -10.22231 -11.73806 -33.84302
H -9.51131 -12.16402 -35.35497
H -10.74756 -10.85787 -35.26984
O -14.88832 -12.67474 -34.28103
S -14.65670 -12.47166 -35.66952
O -15.74995 -12.57003 -36.64940
O -13.80920 -11.03763 -35.89169
C -12.61595 -10.78832 -35.21345
C -12.35789 -9.27477 -35.17720
C -13.37074 -13.73476 -36.10447
H -11.82073 -11.22771 -35.81566
H -12.61752 -11.17352 -34.19378
H -12.14887 -8.80919 -36.14035
H -11.40913 -9.15583 -34.65394
H -13.12207 -8.79394 -34.56652
H -13.84603 -14.70453 -35.95699
H -12.49389 -13.71865 -35.45719
H -13.12636 -13.60233 -37.15843
F -17.36093 -8.47720 -30.88182
C -16.69450 -8.99887 -31.93720
C -17.35117 -9.21416 -33.20402
C -16.62756 -9.70078 -34.26637
C -15.29297 -10.02360 -34.04451
C -14.67155 -9.92785 -32.77349
C -15.37721 -9.36899 -31.74084
H -18.35832 -8.92376 -33.46423
H -17.05864 -9.88875 -35.23860
H -14.70544 -10.43972 -34.84953
H -13.60892 -10.10399 -32.69478
H -14.88199 -9.19858 -30.79632

Atomic forces in eV per Å
C 1.048 1.925 2.755
C 0.402 1.750 -1.885
C -0.210 -0.481 0.927
O -0.031 0.836 1.206
C -1.182 -0.514 -0.659
N 8.627 -0.572 10.806
H 0.985 -0.865 1.282
H 2.494 1.926 1.269
H 2.688 2.842 -1.873
H -0.872 4.124 0.994
H -0.397 0.006 0.518
H 0.482 0.252 2.748
H 1.622 0.888 -2.549
H 0.812 -0.041 0.110
H 0.647 0.631 -0.762
H 0.102 0.272 -0.589
H -0.008 0.213 0.271
H 1.054 -0.250 0.555
Cl 1.463 -0.670 7.882
O 2.590 -2.214 4.967
O -3.398 -1.740 5.497
O -2.977 -0.994 -3.347
O 0.861 8.057 0.752
C -1.446 1.367 -0.723
C -1.042 -1.070 0.174
C -4.380 1.370 -7.915
O -3.211 10.708 -2.993
C -0.731 0.114 0.105
H 0.049 0.245 -0.019
H -0.387 0.691 0.205
H -0.192 0.408 0.124
H 0.065 0.136 -0.131
H -1.016 2.886 -1.319
H -2.193 -1.086 -7.191
H 0.333 -0.434 0.320
H -0.216 0.032 0.037
O 1.627 0.289 0.734
S 0.634 1.185 0.125
O -1.789 1.545 -1.752
O -0.531 -0.668 1.193
C 0.165 -0.780 0.152
C 0.070 2.584 7.806
C -0.196 -1.007 -0.009
H -0.012 -0.276 0.757
H -0.358 -0.544 0.319
H -0.002 3.198 7.835
H 0.147 -0.001 1.361
H -0.883 0.474 0.858
H -0.002 -0.103 -0.356
H 0.112 -0.304 -0.030
H 0.349 0.033 -0.164
O -3.317 -3.351 -7.013
S -4.512 -0.888 -0.855
O -0.852 -2.400 1.129
O 2.474 -0.012 1.519
C 0.307 -0.422 0.042
C -0.426 0.001 -0.393
C -1.140 -7.922 -9.664
H 0.269 -0.015 0.308
H -0.028 0.081 0.311
H -0.600 0.175 -0.526
H 0.342 -0.431 0.318
H -0.481 0.028 0.384
H 0.855 -0.626 0.416
H 0.409 -3.934 -2.906
H -1.908 -4.091 -4.179
O -0.909 0.304 -0.306
S -0.406 -0.315 0.236
O 0.993 -2.814 3.123
O 1.613 0.881 -0.521
C 1.237 -0.276 -0.742
C 2.532 1.166 4.512
C 1.565 -4.693 -0.619
H 1.340 0.177 1.069
H 0.435 0.115 0.236
H 2.579 1.052 3.077
H 0.918 -0.536 0.283
H 0.234 0.375 -0.150
H -0.461 0.179 -0.241
H 0.996 -0.306 -0.223
H 1.294 -2.351 0.171
O 0.360 0.024 -1.107
S -0.285 -1.706 3.725
O 4.145 2.290 14.458
O -1.997 2.766 2.683
C 0.094 -1.202 2.331
C 0.605 -0.549 0.077
C 8.883 5.638 7.529
H 0.273 0.753 1.212
H -0.266 0.680 -0.215
H -0.162 0.570 -0.954
H -0.868 0.491 0.658
H 0.034 -0.098 -0.042
H 1.419 4.412 3.044
H 0.290 0.102 0.155
H 2.861 0.413 1.627
O 0.033 2.683 -1.415
S 0.818 -0.688 -2.457
O 3.984 -3.420 -7.277
O 0.387 0.538 0.999
C 0.284 -1.867 -1.155
C -0.418 0.985 -0.036
C 3.479 -0.912 -3.737
H -0.428 -0.042 0.499
H -0.294 0.618 1.002
H 0.168 -0.372 0.716
H -0.172 0.178 -0.292
H -0.089 0.640 0.174
H 3.394 -1.471 -2.788
H -0.062 0.626 -0.727
H 2.367 0.461 0.267
O -1.961 0.919 -0.635
S 1.878 -2.555 -3.972
O 1.884 1.185 2.035
O -1.930 -2.626 -2.839
C -0.345 1.038 -1.076
C -2.731 -4.775 -4.580
C -1.651 1.737 -2.282
H -1.280 -0.698 -0.083
H -1.202 -0.434 -1.652
H -0.635 -0.633 -0.323
H -4.238 -3.639 -7.017
H -0.058 -1.278 -1.422
H 0.018 0.776 -0.724
H -1.001 0.997 -1.187
H -0.036 0.290 -0.043
F -0.233 0.067 0.050
C -0.771 -0.875 -2.788
C 0.057 1.176 1.405
C 1.246 -0.513 0.851
C 0.126 -0.152 1.151
C -2.690 -0.096 -2.759
C -6.539 -3.218 -5.007
H -0.331 0.122 0.808
H -0.207 0.163 -0.025
H -1.255 1.528 1.199
H -4.154 -0.614 -0.852
H -7.915 -5.956 -6.362

- largest force on an atom (Eh/bohr) = 0.2959
- highest occupied orbital energy (eV) = -8.50
- spin multiplicity = 1
- Kohn-Sham gap (eV) = 8.6
- LUMO (eV) = 0.05
- E (a.u.) = -6070.01887

Results of the Löwdin charge analysis, in e, for atoms 1 through 8: C -0.09; C -0.19; C -0.15; O -0.14; C -0.08; N -0.03; H -0.11; H 0.13